Record 1
A gas-phase ion, C3H6O4P2 (charge -2) in a non-equilibrium geometry. Source: OMol25; level of theory: wB97M-V/def2-TZVPD.

As for the energy above the lowest of the compared OMol25 structures with the same formula, charge and spin: 21.5 kcal per mole. The largest force on an atom comes out at 0.11810 hartree/bohr. As for the SMILES: C=CCO[P@H]([O-])=P(=O)[O-]. The HOMO-LUMO gap comes out at 4.43 eV.

ORCA input file:
```
! RIJCOSX wB97M-V def2-TZVPD def2/J DEFGRID3
* xyz -2 1
C -1.951 -0.487 -1.562
C -0.840 0.144 -1.837
C 0.237 0.033 -0.812
O 0.036 1.046 0.239
P 0.271 0.702 1.826
O 0.343 2.045 2.434
P 2.533 -0.338 1.488
O 2.678 -1.132 2.750
O 2.334 -1.150 0.225
H -2.064 -1.138 -0.672
H -2.928 -0.379 -1.984
H -0.737 0.932 -2.661
H 0.179 -0.837 -0.395
H 1.264 0.169 -1.163
H -1.356 0.391 2.124
*
```

Record 2
A single C3H3FP2 molecule in a non-equilibrium geometry. Source: OMol25; level of theory: wB97M-V/def2-TZVPD.

As for the energy above the lowest of the compared OMol25 structures with the same formula, charge and spin: 16.6 kcal per mole. The largest force on an atom comes out at 0.11580 hartree/bohr. As for the SMILES: FC1=PCP=C1. The HOMO-LUMO gap comes out at 8.32 eV.

ORCA input file:
```
! RIJCOSX wB97M-V def2-TZVPD def2/J DEFGRID3
* xyz 0 1
F 0.635 2.233 1.289
C 0.270 1.211 0.601
P -0.633 1.192 -0.869
C -0.692 -0.628 -1.101
P 0.322 -1.589 0.078
C 0.903 -0.320 1.046
H -0.302 -1.004 -2.101
H -1.832 -0.804 -0.929
H 1.330 -0.290 1.985
*
```

Number 1: lowest unoccupied orbital energy 6.0 eV. Number 2: lowest unoccupied orbital energy -0.3 eV.